Entry from the Open Molecules 2025 dataset: a 3-piece molecular cluster, C16H16N2O2 overall in a non-equilibrium geometry (ωB97M-V/def2-TZVPD).

Results
HOMO energy = -8.06 eV
energy = -23921.367 eV
energy above the lowest of the compared OMol25 structures with the same formula, charge and spin = 6.7517 eV
lowest unoccupied orbital energy = 0.0220 hartree
SMILES string = Oc1ccc(O)cc1.c1ccncc1.c1ccncc1
orbital gap = 8.65 eV

The geometry in ORCA input format:
```
! wB97M-V def2-TZVPD RIJCOSX def2/J DEFGRID3
* xyz 0 1
O 30.77 -8.85 39.81
C 29.76 -9.36 39.09
C 29.88 -9.51 37.60
C 28.68 -10.11 36.81
C 27.63 -10.68 37.65
O 26.51 -11.00 36.99
C 27.65 -10.58 39.04
C 28.68 -9.97 39.79
H 31.56 -8.51 39.54
H 30.66 -9.38 36.88
H 28.54 -10.22 35.77
H 25.81 -11.43 37.46
H 26.86 -11.09 39.75
H 28.71 -9.86 40.90
C 31.35 -18.07 39.40
C 30.93 -16.93 40.05
C 29.97 -17.14 41.02
N 29.47 -18.17 41.51
C 29.95 -19.30 40.93
C 30.84 -19.35 39.83
H 32.22 -18.02 38.58
H 31.14 -15.82 39.95
H 29.81 -16.22 41.65
H 29.64 -20.25 41.32
H 31.56 -20.29 39.51
C 30.94 -13.31 41.89
C 31.41 -12.46 40.91
C 32.81 -12.24 40.74
N 33.77 -12.74 41.47
C 33.30 -13.67 42.34
C 31.95 -14.01 42.57
H 29.88 -13.33 42.10
H 30.66 -11.78 40.26
H 33.08 -11.31 39.95
H 34.05 -14.50 42.76
H 31.61 -14.64 43.37
*
```

Atom charges from the Mulliken analysis, given in e for atoms 1 to 5:
1. O -0.47
2. C 0.36
3. C -0.53
4. C -0.60
5. C 0.70